(1)
{
  "formula": "C33H31BCo2O9S",
  "method": "the ωB97M-V functional and the def2-TZVPD basis",
  "symbols": ["C", "O", "C", "C", "C", "C", "B", "C", "C", "C", "C", "C", "S", "O", "C", "C", "C", "C", "C", "C", "O", "C", "C", "H", "H", "H", "H", "H", "H", "H", "H", "H", "H", "H", "H", "H", "H", "H", "H", "H", "H", "H", "H", "H", "H", "H", "H", "O", "C", "Co", "C", "O", "C", "O", "C", "C", "C", "C", "C", "C", "C", "C", "C", "Co", "C", "O", "C", "O", "C", "O", "H", "H", "H", "H", "H", "H", "H"],
  "positions_angstrom": [[-0.039, -5.050, -4.314], [-0.963, -3.935, -4.407], [-0.983, -3.017, -3.401], [-1.877, -1.929, -3.542], [-1.974, -0.973, -2.548], [-1.224, -1.100, -1.382], [-1.546, 0.010, -0.280], [-0.753, -1.183, 1.498], [-0.890, -0.697, 2.796], [-1.602, -1.547, 3.696], [-2.338, -2.524, 3.057], [-3.192, -3.551, 3.703], [-2.117, -2.401, 1.341], [-0.805, 1.126, 0.049], [-1.734, 2.149, 0.474], [-1.302, 2.683, 1.814], [-1.624, 3.238, -0.584], [-3.159, 1.431, 0.534], [-3.712, 1.163, 1.913], [-4.235, 2.131, -0.270], [-2.908, 0.120, -0.010], [-0.344, -2.170, -1.244], [-0.158, -3.096, -2.260], [-0.319, -5.687, -5.154], [0.999, -4.704, -4.428], [-0.151, -5.602, -3.368], [-2.438, -1.824, -4.472], [-2.631, -0.111, -2.684], [-0.337, 0.140, 3.177], [-1.580, -1.453, 4.771], [-2.623, -4.069, 4.495], [-4.081, -3.102, 4.180], [-3.526, -4.297, 2.964], [-1.997, 3.462, 2.148], [-1.255, 1.904, 2.580], [-0.305, 3.101, 1.723], [-2.316, 4.058, -0.356], [-0.600, 3.634, -0.597], [-1.823, 2.854, -1.595], [-3.929, 2.112, 2.423], [-4.649, 0.602, 1.796], [-3.027, 0.532, 2.491], [-4.466, 3.108, 0.172], [-3.925, 2.274, -1.307], [-5.154, 1.539, -0.235], [0.250, -2.290, -0.344], [0.608, -3.870, -2.173], [7.049, -0.431, -3.215], [6.066, -0.356, -2.618], [4.543, -0.269, -1.697], [5.142, -1.517, -0.597], [5.489, -2.360, 0.106], [4.931, 1.196, -0.797], [5.150, 2.180, -0.237], [2.664, -0.848, -1.266], [1.742, -0.149, -0.502], [1.299, -0.237, 0.804], [1.725, 0.858, 1.659], [2.108, 0.609, 2.991], [2.627, 1.638, 3.778], [2.818, 2.916, 3.242], [2.469, 3.165, 1.913], [1.904, 2.156, 1.142], [2.165, 0.647, -2.111], [3.459, 0.679, -3.399], [3.866, 0.890, -4.471], [2.427, 2.376, -2.042], [2.607, 3.520, -2.066], [0.748, 0.949, -3.093], [-0.176, 1.083, -3.784], [2.547, -1.898, -1.535], [1.179, -1.245, 1.287], [1.944, -0.407, 3.378], [2.884, 1.432, 4.824], [3.228, 3.711, 3.857], [2.618, 4.155, 1.478], [1.534, 2.369, 0.135]],
  "atomic_forces_ev_per_a": [[-0.53, 0.69, -0.07], [0.46, -0.44, 0.15], [0.26, 0.32, 0.43], [0.37, -0.40, -0.40], [0.02, -0.48, -0.36], [0.23, 0.45, 1.07], [-0.42, -0.88, -0.54], [-2.40, 0.73, 1.63], [1.05, -1.57, -0.64], [-0.88, -0.34, -0.77], [0.80, 1.28, -0.06], [-0.41, -0.54, 0.13], [1.74, -0.09, 0.55], [-0.88, 0.65, -0.22], [-0.24, -0.14, -0.32], [0.00, 0.14, 0.44], [-0.15, 0.25, -0.12], [0.26, -0.38, 0.03], [-0.05, 0.13, 0.50], [-0.06, 0.10, -0.24], [0.53, 1.08, -0.67], [0.18, 0.19, -0.46], [-0.46, -0.24, -0.74], [0.17, 0.02, 0.16], [-0.25, -0.08, 0.06], [-0.04, 0.21, -0.26], [0.10, -0.19, 0.26], [0.11, -0.35, 0.06], [0.32, 0.24, 0.05], [-0.05, 0.15, 0.12], [-0.23, 0.12, -0.34], [0.28, -0.17, -0.25], [0.05, 0.20, 0.40], [0.17, -0.06, 0.00], [-0.14, 0.14, -0.19], [0.00, 0.23, 0.05], [0.18, -0.04, -0.20], [-0.19, -0.05, 0.12], [-0.07, 0.06, 0.33], [0.04, -0.33, 0.14], [0.19, 0.16, 0.04], [-0.18, 0.30, 0.02], [0.09, -0.09, -0.10], [-0.20, -0.02, 0.06], [0.18, 0.02, -0.12], [-0.17, 0.03, -0.15], [-0.39, 0.18, 0.05], [-1.37, 0.36, 1.27], [1.30, -0.78, -2.50], [-0.49, 0.02, 0.54], [-0.13, -1.80, 0.58], [-0.34, 1.42, -0.84], [-0.12, 2.92, 1.99], [-0.05, -1.45, -0.82], [-0.40, -2.64, 1.33], [2.04, -0.11, -2.89], [-1.00, -2.62, 3.08], [0.09, 0.40, 0.11], [-0.23, -0.13, 0.00], [-0.02, -0.24, 0.17], [-0.13, -0.43, -0.21], [-0.08, -0.05, -0.04], [-0.17, 0.21, -0.11], [0.44, 2.82, -0.59], [0.94, -0.96, -2.14], [-0.51, -0.03, 1.51], [0.17, 4.09, 0.90], [-0.29, -2.56, -0.10], [-3.10, -1.16, -2.98], [2.43, 0.20, 2.04], [0.07, -0.15, 0.50], [1.26, 1.33, -0.62], [0.27, 0.56, -0.02], [-0.07, 0.12, -0.47], [-0.02, -0.12, -0.06], [-0.08, -0.29, 0.16], [0.23, -0.13, 0.60]],
  "mulliken_charge": [-0.761, -0.489, 0.513, -0.750, -1.009, 1.112, 0.253, 0.706, -0.765, -1.568, 0.895, -1.301, -0.374, 0.450, 1.364, -1.605, -1.976, 1.874, -1.566, -1.957, -0.692, -0.551, -0.941, 0.258, 0.292, 0.305, 0.418, 0.411, 0.780, 0.403, 0.322, 0.271, 0.389, 0.473, 0.297, 0.315, 0.388, 0.343, 0.292, 0.352, 0.475, 0.049, 0.360, 0.280, 0.470, 0.393, 0.359, -0.355, 0.549, -0.299, 0.195, -0.354, 0.206, -0.350, -0.826, 0.678, -0.501, 0.453, -0.335, -0.876, -0.755, -0.594, -0.080, -0.267, 0.262, -0.449, 0.136, -0.367, 0.393, -0.376, 1.075, 1.385, 0.471, 0.409, 0.470, 0.426, 0.121],
  "mol_weight_g_mol": 732.35,
  "lumo_energy_ev": -2.3660,
  "homo_lumo_gap_ev": 5.4,
  "homo_energy_ev": -7.75,
  "relative_energy_kj_mol": 22.5
}


(2)
{
  "formula": "C33H31F6FeP2SbSe",
  "method": "the ωB97M-V functional and the def2-TZVPD basis",
  "symbols": ["Fe", "C", "C", "P", "C", "C", "C", "C", "C", "C", "C", "C", "C", "C", "C", "C", "C", "P", "C", "C", "C", "C", "C", "C", "C", "C", "C", "C", "C", "C", "H", "H", "H", "H", "H", "H", "H", "H", "H", "H", "H", "H", "H", "H", "H", "H", "H", "H", "H", "H", "H", "H", "H", "H", "H", "H", "F", "Sb", "F", "F", "F", "F", "F", "Se", "C", "C", "C", "C", "C", "C", "H", "H", "H", "H", "H"],
  "positions_angstrom": [[0.530, -0.126, 0.223], [-2.863, 1.721, 0.547], [-2.470, 0.675, 1.605], [-1.753, -0.860, 0.903], [-3.116, -1.961, 0.478], [-3.872, -1.687, -0.662], [-4.946, -2.498, -0.992], [-5.257, -3.593, -0.197], [-4.495, -3.877, 0.927], [-3.425, -3.064, 1.269], [-0.772, -1.636, 2.221], [0.084, -2.673, 1.825], [0.966, -3.240, 2.732], [1.006, -2.772, 4.038], [0.156, -1.752, 4.440], [-0.733, -1.185, 3.540], [-1.722, 2.623, 0.069], [-0.418, 1.804, -0.919], [0.806, 3.064, -1.340], [1.656, 2.807, -2.417], [2.670, 3.696, -2.727], [2.843, 4.845, -1.965], [2.000, 5.102, -0.895], [0.984, 4.213, -0.577], [-1.234, 1.366, -2.475], [-1.472, 0.036, -2.807], [-2.130, -0.286, -3.987], [-2.553, 0.723, -4.838], [-2.316, 2.054, -4.515], [-1.658, 2.376, -3.340], [-3.605, 2.378, 1.003], [-3.368, 1.254, -0.303], [-3.341, 0.403, 2.205], [-1.727, 1.106, 2.284], [-3.619, -0.850, -1.303], [-5.535, -2.279, -1.872], [-6.092, -4.229, -0.457], [-4.735, -4.733, 1.545], [-2.838, -3.290, 2.150], [0.041, -3.055, 0.809], [1.622, -4.041, 2.417], [1.702, -3.202, 4.746], [0.196, -1.380, 5.455], [-1.374, -0.379, 3.869], [-1.238, 3.087, 0.930], [-2.126, 3.422, -0.557], [1.519, 1.919, -3.026], [3.326, 3.494, -3.563], [3.636, 5.539, -2.207], [2.135, 5.995, -0.300], [0.353, 4.419, 0.276], [-1.148, -0.761, -2.146], [-2.305, -1.324, -4.238], [-3.064, 0.474, -5.759], [-2.639, 2.841, -5.184], [-1.458, 3.415, -3.103], [1.653, 0.421, 1.688], [2.172, 1.953, 2.928], [0.540, 2.679, 2.283], [3.045, 2.632, 1.416], [2.628, 3.397, 4.004], [3.640, 0.850, 3.302], [1.168, 1.092, 4.258], [1.726, -1.373, -1.423], [3.358, -1.968, -0.717], [3.848, -1.581, 0.537], [5.069, -2.064, 0.965], [5.801, -2.931, 0.160], [5.317, -3.317, -1.086], [4.102, -2.835, -1.532], [3.294, -0.903, 1.168], [5.453, -1.755, 1.927], [6.757, -3.304, 0.502], [5.892, -3.987, -1.710], [3.722, -3.122, -2.504]],
  "atomic_forces_ev_per_a": [[-0.54, 0.25, 0.09], [-0.06, -0.02, 0.03], [-0.08, 0.01, 0.00], [0.47, 0.19, 0.17], [0.02, -0.01, -0.12], [0.02, -0.01, -0.03], [-0.01, -0.02, 0.02], [-0.01, 0.01, -0.02], [0.00, 0.00, 0.01], [-0.02, -0.01, 0.05], [-0.13, -0.07, 0.07], [0.02, -0.01, -0.02], [0.00, 0.00, -0.03], [0.00, 0.02, 0.05], [0.01, -0.03, -0.01], [-0.01, 0.02, -0.06], [0.04, 0.10, -0.02], [0.07, -0.04, 0.06], [-0.03, 0.02, -0.01], [0.02, 0.00, -0.01], [0.01, 0.03, 0.00], [0.00, 0.00, 0.00], [0.02, 0.02, -0.02], [-0.01, -0.01, 0.01], [-0.04, 0.05, 0.01], [0.03, 0.00, -0.03], [0.01, -0.03, 0.01], [-0.01, -0.01, -0.02], [0.00, 0.01, 0.01], [-0.02, 0.01, -0.03], [-0.02, -0.02, -0.02], [0.03, -0.02, -0.01], [0.01, -0.01, 0.01], [0.03, 0.00, -0.02], [-0.01, 0.00, 0.02], [0.00, 0.00, 0.00], [0.00, 0.00, 0.00], [0.00, 0.00, -0.01], [0.01, 0.01, -0.01], [0.00, 0.01, 0.00], [-0.01, 0.00, 0.00], [0.00, 0.00, -0.01], [0.00, 0.00, 0.00], [-0.01, -0.01, 0.01], [-0.01, -0.04, -0.03], [0.00, 0.02, 0.02], [-0.01, -0.01, 0.02], [-0.01, 0.00, 0.00], [0.00, 0.00, 0.01], [0.00, -0.01, 0.00], [-0.01, -0.01, 0.01], [-0.01, 0.01, 0.01], [-0.01, 0.01, -0.01], [0.00, 0.00, 0.00], [0.00, -0.01, 0.00], [0.00, -0.01, 0.01], [0.00, -0.13, 0.18], [0.11, 0.03, 0.04], [0.03, 0.00, -0.02], [-0.07, -0.02, 0.00], [-0.02, -0.04, -0.02], [-0.06, 0.08, 0.02], [0.04, 0.01, -0.08], [0.25, -0.32, -0.22], [0.01, -0.02, -0.13], [-0.04, 0.02, 0.03], [0.02, 0.01, 0.02], [0.02, -0.01, 0.00], [-0.03, 0.02, -0.02], [0.03, -0.02, 0.01], [-0.01, 0.00, 0.00], [-0.01, -0.01, -0.01], [-0.01, 0.01, 0.00], [0.00, 0.00, 0.01], [-0.01, 0.01, 0.00]],
  "mulliken_charge": [0.902, -1.036, -1.216, 1.590, 0.501, -0.145, -0.812, -0.584, -0.712, -0.565, -0.031, -0.148, -0.778, -0.566, -0.651, -0.644, -1.109, 1.117, 0.658, -0.564, -0.680, -0.542, -0.681, -0.407, 0.783, -0.379, -0.926, -0.547, -0.752, -0.596, 0.550, 0.148, 0.607, 0.474, 0.136, 0.450, 0.401, 0.428, 0.396, 0.616, 0.456, 0.408, 0.440, 0.448, 0.425, 0.736, 0.437, 0.435, 0.411, 0.436, 0.302, 0.284, 0.503, 0.431, 0.440, 0.417, -0.269, 2.144, -0.535, -0.547, -0.502, -0.545, -0.517, 0.011, 0.512, 0.015, -0.855, -0.380, -0.660, -0.534, 0.284, 0.469, 0.402, 0.401, 0.411],
  "mol_weight_g_mol": 860.11,
  "lumo_energy_ev": [-2.2915, -5.5277],
  "homo_lumo_gap_ev": [8.7, 6.1],
  "total_charge": 1,
  "homo_energy_ev": [-10.96, -11.61],
  "spin_multiplicity": 6,
  "s_squared": 8.781,
  "relative_energy_kj_mol": 0.0
}


(3)
{
  "formula": "C33H31F6IrP3S2Sb",
  "method": "the ωB97M-V functional and the def2-TZVPD basis",
  "symbols": ["Ir", "S", "P", "C", "P", "S", "C", "C", "C", "C", "C", "C", "C", "C", "C", "C", "C", "C", "C", "C", "C", "C", "C", "C", "C", "C", "C", "C", "C", "C", "H", "H", "H", "H", "H", "H", "H", "H", "H", "H", "H", "H", "H", "H", "H", "H", "H", "H", "H", "H", "F", "Sb", "F", "F", "F", "F", "F", "C", "P", "C", "C", "C", "C", "C", "C", "C", "H", "H", "H", "H", "H", "H", "H", "H", "H", "H", "H"],
  "positions_angstrom": [[-0.278, -0.112, -0.393], [0.269, 0.926, -2.414], [1.785, 1.806, -1.311], [1.511, 0.765, 0.059], [2.404, -0.524, 0.801], [0.945, -1.931, 0.501], [3.926, -0.977, -0.100], [5.162, -0.493, 0.309], [6.354, -0.856, -0.389], [6.298, -1.691, -1.488], [5.064, -2.123, -1.937], [3.868, -1.760, -1.242], [2.927, -0.171, 2.457], [3.479, -1.199, 3.227], [3.887, -0.932, 4.520], [3.753, 0.354, 5.036], [3.210, 1.373, 4.268], [2.788, 1.115, 2.973], [1.532, 3.511, -0.902], [2.061, 4.521, -1.710], [1.787, 5.843, -1.405], [0.994, 6.152, -0.305], [0.467, 5.145, 0.494], [0.729, 3.818, 0.200], [3.408, 1.599, -2.068], [3.570, 0.783, -3.186], [4.846, 0.608, -3.752], [5.948, 1.216, -3.179], [5.799, 1.971, -2.022], [4.522, 2.176, -1.471], [5.237, 0.125, 1.197], [7.308, -0.498, -0.021], [7.204, -1.991, -1.996], [4.991, -2.775, -2.798], [2.913, -2.143, -1.586], [3.566, -2.205, 2.830], [4.298, -1.723, 5.132], [4.065, 0.557, 6.051], [3.094, 2.365, 4.683], [2.326, 1.897, 2.384], [2.672, 4.283, -2.572], [2.188, 6.634, -2.025], [0.783, 7.187, -0.071], [-0.153, 5.391, 1.346], [0.301, 3.033, 0.813], [2.705, 0.324, -3.651], [4.952, 0.024, -4.656], [6.927, 1.102, -3.626], [6.657, 2.453, -1.573], [4.410, 2.815, -0.601], [-1.338, 1.364, 0.940], [-1.910, 0.719, 2.747], [-1.689, 2.491, 3.289], [-3.666, 1.012, 2.166], [-2.403, 0.009, 4.386], [-1.936, -0.948, 1.817], [-0.069, 0.399, 3.023], [-3.584, 0.656, -1.102], [-2.451, -0.735, -1.295], [-3.295, -2.165, -0.575], [-2.304, -1.067, -3.065], [-2.728, -0.149, -4.022], [-2.571, -0.429, -5.374], [-1.993, -1.624, -5.774], [-1.564, -2.542, -4.822], [-1.712, -2.264, -3.475], [-3.148, 1.569, -1.508], [-3.777, 0.804, -0.039], [-4.522, 0.438, -1.614], [-4.198, -2.386, -1.143], [-3.550, -1.933, 0.459], [-2.639, -3.033, -0.586], [-3.196, 0.780, -3.725], [-2.915, 0.282, -6.113], [-1.887, -1.847, -6.827], [-1.126, -3.481, -5.134], [-1.379, -2.988, -2.740]],
  "atomic_forces_ev_per_a": [[-0.14, 0.79, -0.19], [-0.02, 0.14, -0.03], [-0.37, -0.09, 0.17], [0.35, -0.20, -0.08], [-0.23, -0.03, 0.16], [-0.07, -0.17, 0.04], [-0.06, -0.01, -0.08], [0.15, 0.01, -0.02], [-0.07, 0.00, 0.01], [0.06, 0.08, 0.05], [-0.16, 0.01, 0.01], [0.03, 0.00, -0.03], [0.07, -0.08, 0.02], [-0.04, -0.02, -0.02], [0.00, 0.03, 0.00], [0.01, -0.01, 0.01], [0.00, 0.01, 0.01], [-0.04, -0.02, -0.01], [0.10, 0.00, 0.01], [-0.01, 0.00, -0.02], [0.00, 0.00, 0.01], [0.00, -0.01, 0.00], [0.00, 0.01, 0.01], [0.00, 0.00, 0.00], [-0.03, -0.01, -0.08], [0.00, 0.01, 0.03], [0.01, -0.02, 0.01], [0.02, -0.03, 0.02], [0.00, 0.00, 0.00], [0.01, -0.01, 0.04], [0.02, 0.00, -0.01], [-0.01, 0.02, 0.02], [0.00, -0.01, 0.00], [-0.02, 0.01, -0.01], [0.02, -0.01, -0.02], [0.00, 0.00, 0.00], [0.00, 0.00, 0.00], [0.00, 0.00, 0.00], [0.00, 0.00, 0.00], [-0.02, 0.02, -0.02], [0.00, 0.00, 0.00], [0.00, 0.00, 0.00], [0.00, 0.00, 0.00], [0.00, 0.00, 0.00], [0.00, 0.00, 0.00], [0.01, -0.01, -0.01], [-0.01, -0.01, 0.00], [0.00, 0.00, 0.00], [-0.01, 0.00, 0.01], [0.01, 0.00, 0.00], [0.02, 0.01, -0.24], [-0.11, -0.04, 0.11], [0.00, 0.01, 0.02], [0.03, 0.03, 0.02], [0.02, 0.00, -0.01], [0.03, 0.01, 0.07], [0.14, 0.02, -0.04], [0.01, 0.00, -0.01], [0.29, -0.49, 0.18], [-0.06, 0.04, -0.01], [-0.01, 0.03, 0.00], [0.00, 0.01, 0.00], [0.00, -0.01, 0.00], [0.00, 0.00, 0.00], [0.00, 0.00, 0.00], [0.03, 0.00, 0.00], [0.00, 0.01, 0.02], [0.00, 0.00, -0.04], [0.00, 0.00, 0.00], [0.00, 0.01, -0.01], [0.03, -0.03, -0.05], [0.00, -0.02, 0.00], [-0.01, 0.00, -0.01], [0.00, 0.00, 0.00], [0.00, 0.00, 0.00], [0.00, 0.00, 0.00], [0.00, 0.00, 0.00]],
  "mulliken_charge": [1.608, -0.607, 1.588, -1.003, 1.260, -0.510, 0.585, -0.548, -0.649, -0.647, -0.622, -0.323, 0.397, -0.345, -0.725, -0.548, -0.693, -0.376, 0.790, -0.606, -0.769, -0.542, -1.014, -0.209, 0.179, -0.491, -0.750, -0.536, -0.828, -0.092, 0.539, 0.517, 0.499, 0.515, 0.525, 0.459, 0.443, 0.420, 0.465, 0.463, 0.471, 0.438, 0.428, 0.536, 0.224, 0.451, 0.523, 0.497, 0.516, 0.623, -0.614, 2.345, -0.533, -0.533, -0.509, -0.611, -0.537, -1.354, 1.098, -1.351, 0.341, 0.049, -0.791, -0.490, -0.765, -0.580, 0.365, 0.218, 0.519, 0.464, 0.391, 0.403, 0.352, 0.435, 0.419, 0.433, 0.313],
  "mol_weight_g_mol": 1012.63,
  "lumo_energy_ev": [-6.4733, -10.6152],
  "homo_lumo_gap_ev": [7.2, 3.0],
  "total_charge": 2,
  "homo_energy_ev": [-13.71, -13.65],
  "spin_multiplicity": 5,
  "s_squared": 6.028,
  "relative_energy_kj_mol": 88.8
}


Number 1 is which compound? C33H31BCo2O9S